Entry 1:
Density functional theory data (the ωB97M-V functional and the def2-TZVPD basis) for a structure of composition C24H33Cl2HgN4O3 at a distorted geometry.

Element x y z (Å)
O  -0.3272  2.0903  -1.4865
C  -1.0875  1.7436  -2.3665
C  -0.7485  1.8292  -3.7972
C  0.4061  2.5551  -4.1628
H  1.0712  2.9145  -3.3737
C  0.6029  2.8760  -5.5046
H  1.4686  3.4777  -5.7837
C  -0.2982  2.4423  -6.4926
H  -0.1126  2.7063  -7.5363
C  -1.4047  1.6550  -6.1424
H  -2.1000  1.3061  -6.9108
C  -1.6115  1.3341  -4.8003
H  -2.4660  0.7424  -4.4826
H  -2.3396  1.0484  -2.1430
C  -3.3602  2.8269  -1.1844
C  -2.9058  1.4090  -1.2068
H  -4.1492  2.9897  -0.4386
H  -3.7702  3.1604  -2.1469
H  -2.5306  3.4989  -0.9110
C  -2.9425  0.4714  -0.2463
C  -3.3348  0.6645  1.1784
H  -2.5700  -0.5345  -0.4826
H  -4.2609  1.2438  1.3063
H  -2.5176  1.1636  1.7177
H  -3.4299  -0.3285  1.6376
Hg  1.5978  1.1964  0.1530
Cl  2.7241  2.9932  1.1702
Cl  0.5288  -0.6575  -0.9008
H  4.5050  -0.7719  -2.6216
H  5.7851  0.8016  -1.2258
C  3.6836  -0.6256  -1.9068
C  5.0979  0.7018  -0.3788
N  4.2156  -0.4343  -0.5701
H  3.0034  -1.4768  -1.9195
C  3.9367  -1.2760  0.4691
O  3.1885  -2.2488  0.4107
H  5.6654  0.5415  0.5410
H  4.4836  -0.9780  1.3942
H  3.1315  0.2730  -2.2219
H  4.5347  1.6370  -0.2573
H  -1.6706  -6.1806  1.9783
H  -0.2605  -5.8940  -0.3855
C  -2.2039  -5.2897  1.6223
C  -0.9964  -5.0853  -0.5309
N  -1.3693  -4.4920  0.7472
H  -2.5220  -4.6945  2.4783
C  -0.8239  -3.3343  1.1887
O  -1.0530  -2.8286  2.2924
H  -0.5535  -4.2987  -1.1549
H  -0.1344  -2.8708  0.4544
H  -3.0826  -5.6406  1.0727
H  -1.8915  -5.5009  -1.0155
N  0.9378  -1.1599  4.0566
C  1.0638  -1.0645  2.7106
N  0.6958  0.1432  2.2901
C  0.2602  0.8567  3.3917
C  -0.1751  2.1754  3.5082
C  -0.3283  2.7028  4.7945
C  -0.0491  1.9257  5.9352
C  0.3425  0.5799  5.8206
C  0.4443  0.0510  4.5426
H  1.1292  -1.9851  4.6174
H  1.4450  -1.8773  2.1008
H  -0.3419  2.7389  2.5859
H  -0.6638  3.7326  4.9195
H  -0.1395  2.3801  6.9224
H  0.5774  -0.0515  6.6803

Atoms 1-2, force components in eV/Å:
0.983 0.928 1.846
2.905 0.528 -4.015

## Properties
Lowest unoccupied orbital energy (alpha / beta): 2.45 / 2.45 eV
Orbital gap (alpha / beta): 3.52 / 4.42 eV
Charge: -1
Calculated total energy: -2452.8301 Eh
E_HOMO (alpha / beta): -1.1 / -2.0 eV

***

Entry 2:
Density functional theory data (the ωB97M-V functional and the def2-TZVPD basis) for a structure of composition C24H33Cl2LuN4O3 at a distorted geometry.

Element x y z (Å)
O  -1.2303  -0.0042  -2.0592
C  -1.2648  0.1991  -3.3173
C  -2.5607  -0.0169  -4.0301
C  -3.4296  -1.0676  -3.6469
H  -3.1377  -1.7367  -2.8288
C  -4.6500  -1.2182  -4.3022
H  -5.2938  -2.0577  -4.0465
C  -5.0563  -0.3044  -5.2776
H  -6.0107  -0.4245  -5.7763
C  -4.2028  0.7399  -5.6686
H  -4.4779  1.4454  -6.4546
C  -2.9819  0.9027  -5.0275
H  -2.3056  1.7387  -5.2504
H  -0.8191  1.1727  -3.7666
C  0.7700  -1.0004  -4.9198
C  0.3912  0.1954  -4.0884
H  1.8605  -0.9779  -5.2374
H  0.1776  -1.0898  -5.8585
H  0.6266  -1.9746  -4.4004
C  1.2189  1.0961  -3.4781
C  2.4823  0.8646  -2.7676
H  0.9066  2.1861  -3.4303
H  3.3500  0.6927  -3.4191
H  2.3988  0.0556  -2.0284
H  2.7645  1.7372  -2.1597
Lu  -1.1268  0.1208  0.0315
Cl  -0.9244  -2.4034  -0.4500
Cl  -1.7859  2.4896  -0.7797
C  1.7651  -1.3282  0.5897
O  1.0277  -0.2949  0.5640
N  2.4691  -1.7031  1.6469
C  2.4783  -0.8787  2.8491
C  3.2187  -2.9594  1.6724
H  1.8220  -2.0095  -0.2699
H  1.7919  -0.0441  2.7118
H  3.4887  -0.5069  3.0489
H  2.1723  -1.4745  3.7149
H  2.9839  -3.5221  0.7611
H  2.9298  -3.5484  2.5546
H  4.3002  -2.7610  1.7147
H  1.6726  4.1159  3.2484
H  -0.5967  5.7187  2.6161
C  1.4063  3.6531  2.2896
C  -0.5782  5.0680  1.7338
N  -0.0343  3.7632  2.0670
H  1.7023  2.6019  2.2912
C  -0.8317  2.7004  1.9836
O  -0.4362  1.5189  1.7602
H  -1.5999  4.9044  1.3719
H  -1.9184  2.9366  2.0934
H  1.9570  4.1919  1.5099
H  0.0157  5.5462  0.9450
N  -4.4164  0.4296  3.0222
C  -3.8902  0.7009  1.8027
N  -2.9775  -0.2327  1.4761
C  -2.9000  -1.1063  2.5796
C  -1.9975  -2.1249  2.8827
C  -1.9366  -2.5982  4.2000
C  -2.8180  -2.1496  5.1955
C  -3.7546  -1.1483  4.8910
C  -3.7709  -0.6750  3.5879
H  -5.1024  0.9762  3.5277
H  -4.2451  1.5318  1.1998
H  -1.3698  -2.4905  2.0698
H  -1.1937  -3.3490  4.4662
H  -2.7762  -2.5908  6.1870
H  -4.4707  -0.7217  5.6004

Atoms 1-2, force components in eV/Å:
0.589 -1.108 3.255
2.405 3.878 -4.817

## Properties
Lowest unoccupied orbital energy: 0.12 eV
Orbital gap: 5.38 eV
Charge: 0
Energy above the lowest of the compared OMol25 structures with the same formula, charge and spin: 17.1 kcal/mol
Calculated total energy: -3535.0578 Eh
E_HOMO: -5.3 eV

***

Entry 3:
Density functional theory data (the ωB97M-V functional and the def2-TZVPD basis) for a structure of composition C24H33EuNO2P2 at a distorted geometry.

Element x y z (Å)
C  4.0841  -0.3394  1.6520
C  3.0655  0.2630  0.9176
C  2.5168  -0.4671  -0.1857
C  3.0533  -1.7059  -0.5519
C  4.0498  -2.2947  0.2208
C  4.5620  -1.6122  1.3236
C  2.3872  -2.4617  -1.6918
C  1.6622  -1.5424  -2.6567
C  1.1828  -0.3237  -2.1651
C  0.4663  0.5655  -3.0149
C  0.2021  0.1537  -4.3192
C  0.6152  -1.0996  -4.7819
C  1.3416  -1.9516  -3.9495
H  4.5136  0.1967  2.5029
H  4.4077  -3.2897  -0.0541
H  5.3429  -2.0689  1.9302
H  3.1485  -3.0305  -2.2378
H  -0.3457  0.8248  -4.9846
H  0.3731  -1.4088  -5.7980
H  1.6727  -2.9372  -4.2867
N  1.3287  -0.0372  -0.8041
Eu  -0.3095  -0.3319  0.6874
C  2.5444  1.6449  1.2731
H  2.2587  2.1931  0.3610
H  3.3134  2.2112  1.8181
C  0.0280  1.9205  -2.5019
H  0.8885  2.4630  -2.0763
H  -0.4132  2.5133  -3.3158
P  1.0259  1.6461  2.3673
P  -1.2192  1.8543  -1.1351
C  -2.5933  1.0103  -2.0081
H  -3.1047  0.3514  -1.2917
H  -3.2974  1.7566  -2.3988
H  -2.2159  0.3927  -2.8328
C  -1.8046  3.5831  -1.1536
H  -2.1972  3.8519  -2.1434
H  -2.5974  3.6828  -0.4004
H  -0.9762  4.2518  -0.8836
C  1.7624  1.1480  3.9647
H  2.3222  1.9805  4.4100
H  0.9352  0.8693  4.6323
H  2.4171  0.2767  3.8439
C  0.7996  3.4407  2.6323
H  -0.1401  3.5830  3.1840
H  1.6324  3.8586  3.2149
H  0.7171  3.9565  1.6660
C  1.3713  -3.3651  -1.1341
O  0.4930  -3.0673  -0.3427
H  1.6571  -4.2950  -1.6451
C  -4.6000  -1.8880  0.6720
C  -3.4592  -1.2608  1.4724
C  -3.9461  0.0454  2.1082
C  -3.0048  -2.2382  2.5638
O  -2.3873  -1.0006  0.6032
H  -5.4645  -2.0877  1.3169
H  -4.2745  -2.8339  0.2239
H  -4.9196  -1.2210  -0.1361
H  -4.8255  -0.1320  2.7412
H  -3.1632  0.5010  2.7291
H  -4.2206  0.7687  1.3303
H  -2.6305  -3.1634  2.1108
H  -2.1963  -1.8111  3.1726
H  -3.8361  -2.4928  3.2348

Atoms 1-2, force components in eV/Å:
0.197 -0.267 0.068
-0.630 -0.365 -0.537

## Properties
Lowest unoccupied orbital energy (alpha / beta): -4.45 / -3.05 eV
Orbital gap (alpha / beta): 5.88 / 7.30 eV
Charge: +1
Energy above the lowest of the compared OMol25 structures with the same formula, charge and spin: 2.4 kcal/mol
Calculated total energy: -2532.4197 Eh
E_HOMO (alpha / beta): -10.3 / -10.3 eV
Spin multiplicity: 7